Record 1
This record from the Open Molecules 2025 dataset describes C25H72BF3HgNO11S as an isolated structure in a non-equilibrium geometry. The level of theory is ωB97M-V with the def2-TZVPD basis set.

XYZ file:
```
115
Properties=species:S:1:pos:R:3:forces:R:3:lowdin_charge:R:1
H -1.970 5.556 -2.500 -0.04 0.01 0.13 0.1310
H -2.338 3.378 5.574 -0.08 -0.14 -0.19 0.0722
H -0.717 3.742 -4.715 -0.17 0.54 -0.21 0.0812
H 4.307 -0.491 -5.401 0.27 -0.25 0.42 0.1229
H -1.752 -7.943 0.546 -0.06 -0.14 -0.14 0.0886
H 7.638 0.989 1.175 -0.04 0.28 0.13 0.0770
H -1.617 7.389 -4.331 -0.25 0.12 0.70 0.0731
O -0.720 -1.773 -0.396 1.00 0.16 1.99 -0.2736
H -1.344 -7.200 -2.897 0.36 0.12 0.04 0.0784
H 6.778 2.800 2.555 -0.12 0.48 0.12 0.1362
C -1.716 -7.228 -1.873 0.42 0.47 -0.41 -0.0409
C -1.024 6.478 -4.249 -0.65 0.68 -0.44 -0.0647
H -0.699 -3.245 -4.829 0.08 -0.37 -0.06 0.0739
H -4.479 -3.925 1.441 -0.28 0.09 -0.51 0.1319
C -1.515 -1.399 -5.355 0.05 -0.33 -0.24 -0.5456
H 4.174 0.321 -3.094 -0.02 -0.09 0.17 0.0598
Hg -0.998 -5.590 4.025 1.34 0.24 -0.62 1.1500
H -7.253 -4.962 2.456 0.17 0.13 0.27 0.0878
O 5.513 1.206 -5.333 0.88 0.07 0.91 -0.0529
H 1.440 8.498 3.881 0.10 0.21 0.10 0.0936
H -0.528 -2.824 -6.543 0.10 -0.49 -0.07 0.0780
C 1.242 6.046 3.719 -0.77 0.12 -0.40 -0.0490
H 2.373 -4.528 4.353 -0.76 4.11 0.72 -0.0429
H 4.167 -3.809 1.161 -0.22 0.70 -0.54 0.1528
C -5.204 -4.085 2.239 -1.49 1.00 -1.42 -0.4938
H 4.482 -4.957 2.228 -0.06 -0.99 0.34 0.1291
H -2.261 2.751 7.205 -0.13 -0.42 -0.04 0.0749
C 0.248 0.166 1.383 -1.42 -1.77 0.87 -0.6531
H -1.289 6.929 2.939 -0.39 0.03 -0.30 0.0807
H -6.208 -2.146 2.297 -0.04 -0.22 -0.36 0.0781
C -5.481 -2.712 2.879 -0.37 -0.27 -0.14 -0.0423
C -1.978 -0.621 -6.537 -0.60 0.16 -1.33 -0.0555
H -1.985 0.466 -6.466 -0.06 -0.08 0.41 0.0790
H -3.245 4.214 -4.093 -0.18 -0.04 0.00 0.0826
H -2.276 -8.163 -1.842 0.11 -0.22 0.46 0.0805
S 0.113 -1.756 0.826 0.20 0.34 -1.15 0.5581
H -0.052 6.757 -3.842 -0.08 -0.29 0.25 0.0769
O -2.947 5.107 -4.283 -0.83 0.34 -0.03 -0.0482
F -0.868 0.474 2.061 -0.22 -0.09 -0.47 0.1196
H -4.609 -2.059 2.894 0.16 -0.28 0.47 0.0737
O 0.648 8.334 3.363 0.73 1.48 0.48 -0.0458
H 4.300 2.984 1.625 0.10 -0.25 0.29 0.0704
H 3.356 -6.033 4.239 3.42 -2.72 -0.56 -0.0384
H 2.582 0.670 -3.739 0.02 0.03 -0.29 0.0692
H -0.295 -9.267 -0.745 0.19 -0.13 0.10 0.0874
N 4.926 -4.338 1.565 0.45 0.34 0.42 0.3640
H -5.909 2.006 4.982 0.24 -0.19 -0.22 0.0828
H -0.911 6.291 -5.317 0.29 -0.73 0.01 0.0794
C -0.915 4.060 -3.691 0.01 0.14 0.72 -0.0709
C 5.164 3.552 1.283 -0.80 -0.02 0.52 -0.0571
H 5.581 -3.767 2.080 -0.16 0.87 0.54 0.1588
C -0.602 -7.159 -0.795 -0.16 -0.76 -0.83 -0.5178
H 1.203 -8.351 -0.284 -0.36 0.09 0.44 0.0782
H -1.454 3.227 -3.239 0.22 -0.18 0.37 0.0702
O -4.774 1.674 7.194 -0.16 -0.67 1.84 -0.0422
O -2.539 -1.476 -4.409 -0.97 0.79 1.22 -0.0429
H -5.163 -5.776 3.088 0.17 -0.18 0.24 0.0797
H 1.461 7.129 1.836 0.65 0.41 0.12 0.1251
H -5.970 -2.831 3.846 0.40 0.03 0.25 0.0840
H 5.544 -4.758 0.884 -0.41 -0.84 -0.60 0.1600
H 2.275 6.196 4.030 0.15 -0.12 -0.27 0.0700
H 7.171 3.677 -0.043 0.42 0.42 -0.38 0.0791
C 0.295 -8.362 -0.888 0.57 -0.06 -1.52 -0.0685
H 1.068 5.031 3.362 0.41 -0.03 -0.30 0.0675
H 3.801 1.956 -3.511 -0.07 0.12 -0.49 0.0758
O 1.521 -2.108 0.593 -0.85 0.12 0.32 -0.3247
C 3.397 1.132 -6.397 -0.49 0.11 -0.17 -0.0651
H -2.451 -6.426 -1.811 0.17 0.13 0.33 0.0782
C 0.792 7.132 2.697 -1.18 -1.56 -0.27 -0.5100
H 1.866 -5.712 3.318 -1.73 -0.07 -5.47 -0.0745
O -4.595 -5.002 3.081 0.97 -0.98 1.73 -0.0789
F 1.228 0.285 2.251 0.99 -0.11 0.07 0.1460
H -0.847 7.810 1.424 0.08 0.19 0.34 0.0793
H 3.965 1.250 -7.320 0.38 -0.24 0.01 0.0694
H -4.662 3.098 4.282 -0.23 -0.03 -0.28 0.0815
H -2.089 -3.443 -5.899 -0.09 0.34 -0.12 0.0905
H 1.761 -6.129 4.991 -2.04 -1.63 4.23 -0.0786
H -5.200 2.430 7.605 -0.16 0.02 0.25 0.0929
O -1.182 -7.176 0.457 -1.05 0.77 2.45 -0.0865
C -1.213 -2.828 -5.695 1.30 -0.23 -0.34 -0.0654
C -4.086 2.150 6.093 0.79 0.52 -0.16 -0.5360
H 0.654 6.095 4.635 -0.25 0.35 -0.02 0.0747
H -3.299 4.076 6.835 -0.38 0.07 -0.01 0.0765
H -2.095 -1.701 -3.589 -0.35 -0.05 0.33 0.0846
B 2.366 -5.603 4.268 -0.26 0.60 0.84 -0.3521
C -5.128 2.735 5.198 -0.12 0.41 -1.39 -0.0704
O 7.474 3.715 0.867 0.45 0.42 0.23 -0.0542
H 5.840 0.933 1.258 0.06 -0.62 -0.29 0.0658
C 3.638 0.925 -3.826 1.07 -0.84 -0.59 -0.0412
C 4.261 0.585 -5.232 -1.98 1.39 -0.64 -0.4702
C -6.504 -4.747 1.694 0.59 0.67 -0.59 -0.0471
H 0.027 -6.269 -0.789 -0.35 0.29 -0.51 0.1401
C -0.614 6.976 2.084 0.50 -0.86 0.33 -0.0560
H -0.703 6.085 1.461 -0.01 -0.24 0.19 0.0701
H 0.655 -8.346 -1.917 0.15 -0.49 -0.20 0.0819
H 4.904 3.813 0.257 0.54 -0.28 -0.38 0.0800
O -0.477 -2.536 1.948 0.22 0.91 -0.77 -0.3154
H 2.974 2.124 -6.236 0.13 0.08 0.46 0.0773
F 0.402 1.005 0.396 0.16 -0.12 -0.56 0.1805
C 6.518 2.890 1.500 0.57 -0.60 -0.55 -0.4964
H 5.140 4.509 1.805 0.13 -0.04 0.16 0.0813
H -6.272 -5.669 1.161 0.13 -0.16 0.09 0.0775
H -6.972 -4.105 0.948 -0.03 0.10 0.08 0.0833
H -3.620 1.263 5.664 -0.10 -0.04 -0.34 0.1354
H 0.047 4.231 -3.209 0.03 -0.34 0.20 0.0749
H -2.975 -0.969 -6.806 -0.32 0.18 0.26 0.0900
C -1.770 5.329 -3.547 1.66 -0.26 -1.70 -0.4851
H -1.432 -0.862 -7.450 0.52 0.00 0.17 0.0774
H -5.679 3.578 5.615 0.34 0.21 0.44 0.0846
H -0.654 -0.928 -4.881 0.36 0.09 -0.19 0.1342
H 2.556 0.501 -6.684 -0.06 -0.26 0.31 0.0691
C 6.708 1.486 0.900 -1.22 0.60 0.28 -0.0573
H 6.671 1.614 -0.182 -0.12 -0.41 -0.14 0.0765
C -2.945 3.123 6.443 0.00 0.26 0.10 -0.0519
H 5.849 1.165 -6.231 -0.15 -0.12 -0.07 0.0864
```
Forces are in eV/Å.

Relative energy (zero: lowest compared OMol25 entry of this formula, charge and spin) (eV): 10.681
Orbital gap (eV): 2.03
Net charge: +1
DFT total energy (hartree): -2753.4481

---

Record 2
This record from the Open Molecules 2025 dataset describes a 11-piece molecular cluster, C25H72O11 overall in a non-equilibrium geometry. The level of theory is ωB97M-V with the def2-TZVPD basis set.

XYZ file:
```
108
Properties=species:S:1:pos:R:3:forces:R:3:lowdin_charge:R:1
C 0.897 -1.983 4.011 0.09 -0.19 0.99 -0.0750
C -0.225 0.768 -0.074 -0.49 -0.75 -0.32 -0.0325
H 1.260 6.421 3.771 0.23 -0.14 -0.21 0.0784
O 4.311 -4.516 0.737 -0.13 0.00 -0.17 -0.0822
C 2.307 -1.095 -4.035 -0.88 0.73 -1.41 -0.4646
C 3.541 -0.804 -3.242 1.26 0.26 -0.03 -0.0454
H 4.232 -0.218 -3.858 -0.23 0.14 -0.07 0.0932
C 0.181 -6.022 0.931 -0.57 0.24 -1.18 -0.0748
C 0.972 -0.175 -0.080 0.12 0.14 0.21 -0.4458
H -0.108 -0.258 4.965 0.34 -0.21 0.06 0.1209
H 0.373 -6.759 0.149 0.45 -0.10 0.22 0.0734
H -2.187 -0.640 -5.305 -0.07 -0.06 -0.03 0.0798
H 3.033 -2.788 -5.144 -0.13 0.02 -0.06 0.0881
H -2.357 3.394 1.331 -0.48 0.06 0.07 0.0685
H 3.356 -4.541 0.590 -0.14 0.01 -0.09 0.0476
H -1.023 3.120 2.416 -0.05 -0.15 -0.10 0.0490
H 1.762 -1.952 4.683 -0.08 0.30 0.06 0.0774
C 2.355 3.220 -3.477 0.69 -0.51 2.24 -0.3038
O 1.185 2.727 -2.795 -0.39 0.09 -0.60 -0.1167
H -4.588 0.766 0.169 0.04 -0.16 -0.02 0.0541
C 0.178 -0.643 3.981 0.57 -0.02 -0.66 -0.3121
C 4.797 -3.263 0.284 0.13 -0.31 0.08 -0.3244
H -4.793 3.385 2.467 0.08 -0.16 -0.07 0.0706
C -3.960 -1.803 -0.155 -0.06 1.02 0.46 -0.2896
H 2.373 3.044 -4.551 -0.30 0.16 -0.07 0.1062
H 1.518 4.530 2.536 0.46 0.06 -0.05 0.1097
C 1.814 4.499 3.593 -0.96 0.37 -0.28 -0.3062
H 1.451 3.099 5.227 0.13 0.15 -0.03 0.0831
H 1.095 -3.072 -0.117 -0.11 -0.48 0.29 0.0386
C 2.202 0.394 0.653 -0.84 0.45 -1.30 -0.0179
H 4.146 -1.674 -2.979 -0.48 -0.29 0.07 0.0794
H 2.409 4.778 -1.951 -0.60 -0.28 -0.05 0.0720
H 2.404 1.382 0.225 0.13 -0.01 0.13 0.0807
H -1.025 0.355 -0.700 0.15 -0.12 -0.12 0.0604
H 3.064 -0.235 0.453 0.08 -0.12 0.46 0.0644
H 3.385 -0.223 -2.332 -0.34 -0.09 -0.01 0.0684
H 2.898 4.543 3.717 -0.01 -0.19 -0.17 0.1105
C -1.296 -2.076 -3.006 -0.98 -0.84 0.67 -0.0779
C -2.923 2.742 3.408 0.17 0.63 -1.86 -0.4541
C -4.531 2.540 -0.608 0.89 0.57 -0.11 -0.2823
H 3.134 2.613 -3.000 0.57 0.18 -0.64 0.1029
C -2.117 -0.853 -3.364 0.60 0.09 0.40 -0.3240
H 0.252 -2.754 4.438 -0.08 -0.09 -0.32 0.0778
H 1.085 0.134 -5.092 -0.03 -0.36 -0.02 0.0845
H -2.653 2.049 -1.560 0.09 0.06 -0.08 0.0567
H -5.266 -1.199 -1.493 -0.16 0.12 0.04 0.0878
H 1.437 2.337 3.642 0.55 0.22 -0.06 0.0575
H -5.105 -3.289 0.904 0.27 -0.36 0.04 0.0784
H 0.064 -1.333 1.240 -0.03 0.07 0.12 0.0714
O -5.098 -1.003 -0.567 0.02 -0.50 -0.12 -0.0957
H 1.177 -0.390 -1.136 0.40 0.04 0.10 0.1205
C 6.244 -3.115 0.754 0.18 0.88 -1.26 -0.0833
O -2.766 -0.988 -4.621 0.18 0.22 0.00 -0.0611
C -4.300 3.372 3.438 -0.07 0.01 0.69 -0.0556
C -3.630 2.421 -1.858 -1.10 -0.21 0.32 -0.0612
H -3.217 -1.039 0.100 0.43 -0.41 -0.09 0.0987
H -4.187 4.403 3.783 -0.14 0.00 -0.02 0.0820
C 2.543 -1.825 -5.337 0.69 -1.19 -0.15 -0.0602
C 1.195 3.261 4.178 -0.19 -1.21 0.39 -0.0938
C -2.047 3.499 2.367 0.74 -0.13 1.37 -0.0423
H 0.971 -5.947 1.672 0.06 -0.26 -0.01 0.0791
H 6.308 -2.515 1.657 0.27 -0.37 0.23 0.0673
H -0.701 0.815 0.910 0.40 0.54 0.15 0.0718
H 3.538 5.097 -3.147 0.13 -0.54 -0.56 0.0711
O -2.970 1.369 3.037 0.24 -0.47 0.31 -0.0771
H -1.961 4.542 2.682 -0.19 0.09 -0.35 0.0845
O 1.206 5.601 4.267 -0.14 0.08 0.44 -0.0876
H 1.627 -2.046 -5.890 -0.18 0.06 0.28 0.0777
C -0.021 -4.650 0.312 0.69 1.53 0.89 -0.3118
C 2.542 4.658 -3.026 0.23 0.67 -0.45 -0.0915
H 1.245 1.764 -2.838 -0.12 0.05 -0.27 0.0374
O 1.784 0.206 -4.438 0.10 0.38 1.08 -0.0787
H -3.333 -3.108 1.394 -0.20 -0.48 -0.17 0.0738
H -2.489 2.806 4.408 0.15 -0.14 -0.12 0.1367
C -4.260 -2.626 1.079 0.00 0.51 0.12 -0.0668
H 0.045 1.718 -0.534 -0.03 0.24 0.44 0.0795
O -0.988 -0.744 3.182 -0.03 -0.21 -0.34 -0.0994
H -0.764 -6.319 1.388 0.08 -0.02 0.24 0.0724
H 6.791 -2.595 -0.045 -0.17 0.50 0.29 0.0653
H -2.894 -0.636 -2.633 -0.05 -0.18 0.12 0.0854
H -5.584 2.426 -0.872 -0.01 -0.11 0.06 0.1146
H 0.106 3.241 4.123 -0.03 0.63 0.06 0.0485
H -4.519 -1.994 1.932 -0.13 0.21 -0.20 0.0797
H 4.769 -3.150 -0.809 -0.09 -0.45 -0.02 0.0947
H -0.956 -2.085 -1.965 0.45 0.60 -0.12 0.0649
H -3.538 3.360 -2.401 0.04 0.04 0.05 0.0730
H -0.376 -4.018 1.142 -0.54 -0.02 -0.28 0.1009
H 1.540 -1.629 -3.467 0.17 0.06 0.23 0.1088
O 0.660 -1.450 0.485 -0.41 0.05 -0.07 -0.0794
H 6.828 -4.034 0.755 -0.57 -0.37 0.66 0.0746
H -3.597 -2.412 -0.982 -0.03 -0.03 -0.01 0.1053
H 4.136 -2.470 0.653 0.29 0.15 0.22 0.0960
H -1.943 -2.961 -2.981 0.06 -0.04 -0.60 0.0775
H -1.514 0.066 3.285 -0.22 -0.01 -0.12 0.0476
H 1.946 0.527 1.701 0.30 -0.20 0.16 0.0588
O 1.222 -4.042 -0.073 0.48 -0.49 -0.29 -0.1257
H -0.686 -4.548 -0.549 -0.34 -0.59 0.21 0.1055
H -4.138 1.706 -2.509 0.47 -0.11 -0.24 0.0664
H 1.327 -2.300 3.061 -0.45 0.10 -0.24 0.0643
H 3.187 -1.294 -6.040 0.09 0.31 0.31 0.0876
O -4.135 1.595 0.384 -0.41 -0.20 -0.08 -0.1168
H -4.423 3.529 -0.154 0.02 -0.06 0.03 0.1007
H -1.417 -0.012 -3.306 -0.28 0.34 -0.39 0.1062
H 1.876 5.309 -3.595 -0.21 0.10 0.35 0.0712
H -4.916 2.837 4.164 -0.16 0.07 -0.14 0.0828
H 0.885 0.049 3.497 -0.19 0.28 0.35 0.0765
H -3.168 1.323 2.087 -0.23 0.20 0.09 0.0578
H -0.478 -2.227 -3.704 0.05 -0.10 0.05 0.0592
```
Forces are in eV/Å.

Relative energy (zero: lowest compared OMol25 entry of this formula, charge and spin) (eV): 0.976
Orbital gap (eV): 9.88
Net charge: 0
DFT total energy (hartree): -1823.2466

---

- The lowest DFT total energy belongs to which entry?
  C25H72BF3HgNO11S